{
  "formula": "C30H43IMgN6O2S3Si",
  "method": "ωB97M-V/def2-TZVPD",
  "homo_lumo_gap_ev": 7.76,
  "e_above_lowest_kcal_mol": 0.7,
  "lumo_energy_ha": 0.000,
  "multiplicity": 1,
  "elements": ["I", "S", "S", "S", "Si", "Mg", "O", "O", "N", "N", "N", "N", "N", "N", "C", "C", "C", "C", "C", "C", "C", "C", "C", "C", "C", "C", "C", "C", "C", "C", "C", "C", "C", "C", "C", "C", "C", "C", "C", "C", "C", "C", "C", "C", "H", "H", "H", "H", "H", "H", "H", "H", "H", "H", "H", "H", "H", "H", "H", "H", "H", "H", "H", "H", "H", "H", "H", "H", "H", "H", "H", "H", "H", "H", "H", "H", "H", "H", "H", "H", "H", "H", "H", "H", "H", "H", "H"],
  "positions_angstrom": [[-3.055, -3.105, 0.871], [2.420, 0.141, 1.390], [4.543, 0.924, -1.417], [0.721, 1.054, -1.463], [-2.923, 2.663, 2.076], [-0.587, -1.277, -0.374], [2.779, -5.210, 2.861], [0.710, -2.366, -1.303], [3.748, -4.182, -1.535], [-1.438, -1.159, -3.469], [-1.746, -0.897, -2.181], [-2.079, -0.373, -4.243], [-0.017, -2.325, 1.404], [-2.833, 0.423, -3.463], [2.279, -3.423, -3.304], [-1.594, 0.325, 0.652], [-3.594, 1.535, -4.016], [1.084, -2.975, 1.540], [-2.614, 0.090, -2.196], [-2.749, 3.327, -2.419], [3.230, -0.139, -2.098], [1.714, -3.049, -0.881], [-2.930, -1.987, 3.673], [-0.973, -1.183, 4.806], [-1.789, 4.149, 1.953], [4.045, -4.357, -0.227], [3.625, -4.263, 2.214], [-1.505, 2.853, -4.556], [1.459, 2.227, -0.285], [-0.202, -1.495, 3.699], [1.555, 1.707, 1.145], [-2.154, -2.292, 2.570], [-4.583, 3.093, 1.323], [2.047, 0.656, -2.632], [-3.148, 2.177, 3.866], [4.179, 0.599, 1.351], [3.217, -3.974, 0.793], [2.635, -3.577, -1.858], [4.948, 0.093, 0.138], [-0.781, -2.061, 2.567], [-2.338, -1.429, 4.797], [-2.871, 2.879, -3.875], [-2.166, 1.278, 1.168], [1.999, -3.316, 0.475], [-4.562, 1.561, -3.516], [-2.362, 4.345, -2.374], [6.014, 0.266, 0.296], [1.328, -3.914, -3.515], [-1.679, 4.462, 0.913], [0.856, -1.261, 3.678], [4.251, 1.684, 1.428], [0.816, 3.110, -0.282], [2.134, -2.373, -3.562], [3.579, -3.364, 2.831], [-2.051, 2.697, -1.864], [0.550, 1.512, 1.522], [-3.512, 3.592, -4.404], [3.066, -3.853, -3.919], [-3.035, 0.552, -1.317], [-1.068, 3.852, -4.556], [2.903, -0.825, -1.321], [4.991, -4.843, -0.015], [-3.716, 3.312, -1.911], [-0.817, 2.196, -4.020], [-3.749, 1.292, -5.066], [2.014, 2.467, 1.782], [-3.584, 2.992, 4.448], [-2.189, 1.907, 4.311], [4.664, -4.608, 2.220], [-1.577, 2.509, -5.589], [2.374, 1.571, -3.131], [2.692, -5.974, 2.280], [-2.175, 4.997, 2.523], [4.812, -0.982, 0.006], [-0.796, 3.908, 2.338], [1.346, -3.336, 2.535], [-3.995, -2.177, 3.654], [4.624, 0.173, 2.254], [1.519, 0.052, -3.375], [3.669, -0.721, -2.909], [-0.508, -0.734, 5.673], [2.435, 2.510, -0.672], [-2.947, -1.178, 5.655], [-3.803, 1.307, 3.946], [-4.462, 3.396, 0.280], [-5.068, 3.912, 1.857], [-5.250, 2.229, 1.349]],
  "forces_ev_per_angstrom": [[0.0, 0.0, 0.0], [0.0, 0.0, 0.0], [0.0, 0.0, 0.0], [0.0, 0.0, 0.0], [0.0, 0.0, 0.0], [0.1, 0.2, -0.1], [0.0, 0.0, 0.0], [0.0, -0.1, 0.0], [0.0, 0.0, 0.0], [0.1, 0.0, 0.0], [-0.1, 0.0, 0.0], [0.0, 0.0, 0.0], [-0.1, 0.0, 0.0], [0.0, 0.1, 0.1], [0.0, 0.0, 0.0], [0.0, -0.1, 0.0], [0.0, 0.1, 0.0], [0.1, 0.0, 0.0], [0.0, -0.1, 0.0], [0.0, 0.0, -0.1], [0.0, 0.0, 0.0], [0.0, 0.0, 0.0], [0.0, 0.0, 0.1], [0.0, 0.0, 0.0], [0.0, 0.0, 0.0], [0.0, 0.0, 0.0], [0.0, 0.0, 0.0], [0.0, 0.0, 0.0], [0.0, 0.0, 0.0], [0.0, 0.0, 0.0], [0.0, 0.0, 0.0], [0.0, 0.0, -0.1], [0.0, 0.0, 0.0], [0.0, 0.0, 0.0], [0.0, 0.0, 0.0], [0.0, 0.0, 0.0], [0.0, 0.0, 0.0], [0.0, 0.0, 0.0], [0.0, 0.0, 0.0], [0.0, 0.0, 0.1], [0.0, 0.0, 0.0], [0.1, 0.0, 0.0], [0.0, 0.0, 0.0], [-0.1, 0.0, 0.0], [0.0, 0.0, 0.0], [0.0, 0.0, 0.0], [0.0, 0.0, 0.0], [0.0, 0.0, 0.0], [0.0, 0.0, 0.0], [0.0, 0.0, 0.0], [0.0, 0.0, 0.0], [0.0, 0.0, 0.0], [0.0, 0.0, 0.0], [0.0, 0.0, 0.0], [0.0, 0.0, 0.0], [0.0, 0.0, 0.0], [0.0, 0.0, 0.0], [0.0, 0.0, 0.0], [0.0, 0.0, 0.0], [0.0, 0.0, 0.0], [0.0, 0.0, 0.0], [0.0, 0.0, 0.0], [0.0, 0.0, 0.0], [0.0, 0.0, 0.0], [0.0, 0.0, 0.0], [0.0, 0.0, 0.0], [0.0, 0.0, 0.0], [0.0, 0.0, 0.0], [0.0, 0.0, 0.0], [0.0, 0.0, 0.0], [0.0, 0.0, 0.0], [0.0, 0.0, 0.0], [0.0, 0.0, 0.0], [0.0, 0.0, 0.0], [0.0, 0.0, 0.0], [0.0, 0.0, 0.0], [0.0, 0.0, 0.0], [0.0, 0.0, 0.0], [0.0, 0.0, 0.0], [0.0, 0.0, 0.0], [0.0, 0.0, 0.0], [0.0, 0.0, 0.0], [0.0, 0.0, 0.0], [0.0, 0.0, 0.0], [0.0, 0.0, 0.0], [0.0, 0.0, 0.0], [0.0, 0.0, 0.0]],
  "mulliken_charge": [0.159, 0.356, -0.214, 0.491, -0.315, 0.464, -0.530, -0.418, -0.689, -0.260, 0.126, -0.698, 0.208, 0.769, -1.059, 0.502, -1.255, -0.851, -0.779, -1.090, 0.686, 0.061, -0.384, -0.957, -0.895, -0.993, -1.013, -1.349, -1.237, 0.362, -0.461, 0.030, -0.775, -1.133, -0.958, -1.071, 1.075, 1.071, -0.394, -0.349, -0.666, 0.816, -0.372, -0.006, 0.429, 0.528, 0.492, 0.338, 0.243, 0.380, 0.368, 0.468, 0.097, 0.329, 0.037, -0.365, 0.381, 0.353, 0.686, 0.457, -1.124, 0.339, 0.211, 0.061, 0.399, 0.723, 0.382, 0.242, 0.369, 0.408, 0.619, 0.369, 0.371, 0.054, 0.278, 0.874, 0.400, 0.499, 0.280, 0.666, 0.390, 0.506, 0.428, 0.258, 0.113, 0.373, 0.280]
}

{
  "formula": "C30H43IrN5O2P2S2",
  "method": "ωB97M-V/def2-TZVPD",
  "charge": 1,
  "homo_lumo_gap_ev": 7.46,
  "e_above_lowest_kcal_mol": 9.9,
  "lumo_energy_ha": -0.077,
  "multiplicity": 1,
  "elements": ["Ir", "S", "S", "P", "P", "O", "O", "N", "N", "N", "N", "N", "C", "C", "C", "C", "C", "C", "C", "C", "C", "C", "C", "C", "C", "C", "C", "C", "C", "C", "C", "C", "C", "C", "C", "C", "C", "C", "C", "C", "C", "C", "H", "H", "H", "H", "H", "H", "H", "H", "H", "H", "H", "H", "H", "H", "H", "H", "H", "H", "H", "H", "H", "H", "H", "H", "H", "H", "H", "H", "H", "H", "H", "H", "H", "H", "H", "H", "H", "H", "H", "H", "H", "H", "H"],
  "positions_angstrom": [[-0.007, 0.688, -0.208], [-0.747, 2.976, 0.305], [0.500, 0.747, 2.306], [-0.592, 2.386, 2.239], [0.039, 0.637, -2.534], [0.021, 3.533, 3.124], [-2.045, 2.201, 2.843], [-2.062, 0.293, -0.314], [-2.502, -0.985, -0.195], [2.038, 0.982, -0.242], [0.322, -1.338, 0.021], [2.899, 0.037, 0.193], [-1.077, 3.215, -3.158], [3.761, 1.975, 0.790], [-0.561, -2.004, 0.866], [-2.662, 0.923, 3.133], [-2.819, -2.507, 1.649], [3.951, -2.006, -0.520], [2.555, 2.159, 0.127], [1.552, -3.330, -0.594], [2.722, -4.003, -0.864], [-0.521, -1.037, -3.005], [-0.638, 4.819, 3.306], [-4.009, 0.070, -1.406], [-2.410, 0.515, 4.564], [-1.944, -1.867, 0.775], [-0.994, 1.745, -3.562], [3.958, -3.352, -0.836], [1.698, 0.712, -3.289], [-0.730, -1.308, -4.493], [-3.295, -4.005, 3.615], [3.941, 0.607, 0.815], [0.070, 5.881, 2.500], [1.530, -1.970, -0.239], [-2.966, 0.928, -1.057], [-0.103, -2.806, 1.925], [-0.967, -3.457, 2.779], [5.234, -4.074, -1.168], [2.772, -1.332, -0.202], [2.439, 2.048, -3.270], [-2.353, -3.330, 2.656], [-3.675, -1.137, -0.835], [6.090, -3.611, -0.680], [2.899, 2.238, -2.304], [1.536, 0.398, -4.324], [0.044, 5.645, 1.437], [-1.409, 3.337, -2.129], [-3.540, -3.347, 4.452], [-2.834, 1.973, -1.273], [0.222, -1.718, -2.580], [-1.107, -2.322, -4.631], [2.679, -5.053, -1.129], [1.786, 2.886, -3.507], [-3.723, 1.075, 2.941], [-0.595, 1.653, -4.577], [4.738, 0.007, 1.219], [-1.691, 4.730, 3.036], [-1.446, -1.219, -2.453], [5.421, -4.067, -2.244], [-1.993, 1.303, -3.578], [5.184, -5.115, -0.852], [0.605, -3.852, -0.653], [-0.424, 6.841, 2.656], [1.109, 5.971, 2.816], [2.010, 3.066, -0.074], [-0.557, -4.060, 3.581], [-4.884, 0.298, -1.987], [4.885, -1.456, -0.525], [0.197, -1.231, -5.061], [-2.869, 1.219, 5.258], [3.231, 2.037, -4.019], [-2.838, -0.474, 4.736], [-3.885, -2.338, 1.540], [-0.120, 3.724, -3.253], [-1.341, 0.463, 4.767], [2.289, -0.071, -2.805], [-0.575, 5.019, 4.374], [-4.181, -2.087, -0.836], [-1.789, 3.733, -3.802], [-1.458, -0.628, -4.935], [-2.282, 0.176, 2.439], [4.411, 2.726, 1.201], [0.965, -2.909, 2.064], [-2.852, -4.909, 4.030], [-4.230, -4.277, 3.126]],
  "forces_ev_per_angstrom": [[0.1, -0.1, 0.0], [0.5, 0.0, -0.2], [-0.4, -0.1, -0.2], [-0.2, 0.3, 0.0], [-0.2, -0.4, 0.5], [0.1, -0.1, 0.0], [0.0, 0.0, 0.1], [0.1, -0.3, -0.2], [-0.1, 0.0, 0.1], [-0.2, 0.8, 0.6], [0.0, 0.0, -0.4], [-0.2, -0.3, -0.1], [0.0, 0.0, 0.0], [0.0, 0.0, -0.1], [0.2, -0.1, 0.2], [-0.1, 0.0, 0.0], [0.0, 0.0, 0.0], [0.0, 0.0, 0.0], [0.2, -0.1, 0.0], [0.0, 0.0, -0.1], [0.0, 0.0, 0.0], [0.0, 0.0, -0.2], [0.0, 0.0, 0.0], [0.0, 0.1, 0.0], [0.0, 0.0, 0.0], [0.1, 0.1, 0.0], [0.0, 0.1, 0.1], [0.0, 0.0, 0.0], [0.0, 0.0, 0.1], [0.0, 0.0, 0.0], [0.0, 0.0, 0.0], [0.1, 0.1, 0.0], [0.0, 0.0, 0.0], [0.1, 0.0, -0.1], [-0.1, 0.1, 0.2], [0.0, -0.1, 0.0], [0.0, 0.0, 0.0], [0.0, 0.0, 0.0], [0.1, 0.1, 0.0], [0.0, 0.0, 0.0], [0.0, 0.0, 0.0], [0.0, 0.0, 0.0], [0.0, 0.0, 0.0], [-0.1, 0.0, -0.1], [0.0, 0.0, 0.0], [0.0, 0.0, 0.0], [0.0, 0.0, -0.1], [0.0, 0.0, 0.0], [0.0, 0.0, -0.1], [-0.1, 0.0, 0.0], [0.0, 0.0, 0.0], [0.0, 0.0, 0.0], [0.0, 0.0, 0.0], [0.0, 0.0, 0.0], [-0.1, 0.0, 0.0], [0.0, 0.0, 0.0], [0.0, 0.0, 0.0], [0.0, 0.0, 0.0], [0.0, 0.0, 0.0], [0.0, 0.0, 0.0], [0.0, 0.0, 0.0], [0.0, 0.0, 0.0], [0.0, 0.0, 0.0], [0.0, 0.0, 0.0], [0.0, 0.0, 0.1], [0.0, 0.0, 0.0], [0.0, 0.0, 0.0], [0.0, 0.0, 0.0], [0.0, 0.0, 0.0], [0.0, 0.0, 0.0], [0.0, 0.0, 0.0], [0.0, 0.0, 0.0], [0.0, 0.0, 0.0], [0.0, 0.0, 0.0], [0.0, 0.0, 0.0], [0.0, 0.0, 0.0], [0.0, 0.0, 0.0], [0.0, 0.0, 0.0], [0.0, 0.0, 0.0], [0.0, 0.0, 0.0], [0.1, 0.0, 0.0], [0.0, 0.0, 0.0], [0.0, 0.0, 0.0], [0.0, 0.0, 0.0], [0.0, 0.0, 0.0]],
  "mulliken_charge": [0.327, -0.794, -0.461, 1.567, 0.850, -0.318, -0.446, 0.825, 0.144, 0.526, 1.198, 0.218, -1.148, -1.497, -0.221, 0.037, -0.046, -0.607, -0.667, 0.215, -0.958, 0.127, -0.281, -1.251, -1.115, -0.871, -0.626, 0.294, -0.697, -1.496, -1.580, -0.280, -1.024, -0.359, -0.694, -0.211, -1.064, -1.630, -0.372, -0.994, 0.352, -0.426, 0.384, 0.190, 0.748, 0.213, 0.080, 0.259, 0.673, -0.147, 0.455, 0.427, 0.167, 0.332, 0.626, 0.592, 0.306, 0.029, 0.281, 0.547, 0.406, 0.619, 0.385, 0.279, 0.739, 0.431, 0.533, 0.609, 0.358, 0.359, 0.389, 0.295, 0.558, 0.246, 0.236, 0.231, 0.378, 0.607, 0.435, 0.310, 0.011, 0.496, 0.576, 0.413, 0.391]
}

{
  "formula": "C30H43N2O2Zr",
  "method": "ωB97M-V/def2-TZVPD",
  "charge": 3,
  "homo_lumo_gap_ev": [4.59, 4.58],
  "lumo_energy_ha": [-0.460, -0.460],
  "multiplicity": 1,
  "elements": ["Zr", "O", "O", "N", "N", "C", "C", "C", "C", "C", "C", "C", "C", "C", "C", "C", "C", "C", "C", "C", "C", "C", "C", "C", "C", "C", "C", "C", "C", "C", "C", "C", "C", "C", "C", "H", "H", "H", "H", "H", "H", "H", "H", "H", "H", "H", "H", "H", "H", "H", "H", "H", "H", "H", "H", "H", "H", "H", "H", "H", "H", "H", "H", "H", "H", "H", "H", "H", "H", "H", "H", "H", "H", "H", "H", "H", "H", "H"],
  "positions_angstrom": [[-2.228, 1.444, 0.490], [-2.884, -0.253, 0.040], [-0.834, 2.674, 0.742], [-4.030, 2.648, 0.936], [-0.456, 0.278, 0.206], [4.643, -0.281, -0.942], [-6.085, 4.081, 1.447], [0.584, -5.248, -1.673], [-1.617, -3.617, -0.469], [-4.358, -4.298, -0.994], [0.175, 5.341, -0.108], [-4.793, -2.493, 0.671], [-0.234, -3.414, -0.238], [-0.679, -1.062, 0.031], [4.443, 1.182, -0.559], [2.753, 2.866, 0.212], [0.705, 0.999, 0.158], [1.191, 4.777, 0.900], [2.442, 5.651, 0.867], [-2.111, -1.321, -0.113], [1.489, 3.337, 0.528], [0.671, -4.613, -0.263], [0.442, 2.400, 0.492], [0.617, 4.794, 2.327], [5.377, 1.511, 0.630], [-4.054, -2.847, -0.630], [-2.571, -2.614, -0.408], [4.855, 2.066, -1.759], [0.174, -5.644, 0.775], [1.998, 0.608, -0.200], [-4.966, 3.300, 1.165], [3.033, 1.528, -0.176], [2.132, -4.291, 0.037], [0.223, -2.127, -0.003], [-4.518, -1.954, -1.793], [-6.464, 4.568, 0.542], [2.563, -3.635, -0.716], [2.701, -5.217, 0.029], [-5.569, -2.146, -1.990], [-0.022, 6.380, 0.135], [2.177, -0.395, -0.540], [-0.827, -6.011, 0.571], [4.419, -0.949, -0.113], [2.880, 5.684, -0.128], [3.188, 5.309, 1.580], [2.254, -3.843, 1.021], [5.684, -0.434, -1.210], [0.847, -6.498, 0.768], [0.879, -4.519, -2.425], [1.262, -1.948, 0.210], [-3.842, -4.591, -1.905], [4.043, -0.561, -1.805], [-5.841, 4.863, 2.175], [2.178, 6.668, 1.139], [-4.652, -1.446, 0.953], [-6.894, 3.470, 1.864], [-1.951, -4.619, -0.673], [3.579, 3.556, 0.244], [-4.396, -0.888, -1.578], [-5.854, -2.676, 0.538], [-4.091, -4.976, -0.187], [-0.314, 4.226, 2.401], [4.825, 3.127, -1.533], [-0.408, -5.614, -1.917], [0.184, -5.196, 1.766], [6.388, 1.215, 0.362], [5.066, 0.953, 1.510], [0.418, 5.819, 2.624], [-0.775, 4.795, -0.094], [-5.423, -4.405, -1.170], [-4.441, -3.126, 1.483], [4.193, 1.872, -2.600], [1.339, 4.380, 3.027], [0.588, 5.304, -1.115], [-3.960, -2.196, -2.696], [5.399, 2.566, 0.877], [5.873, 1.813, -2.042], [1.267, -6.092, -1.709]],
  "forces_ev_per_angstrom": [[-3.0, 2.0, 0.6], [-0.1, -1.2, -0.4], [1.2, 0.6, 0.1], [-1.1, 0.7, 0.3], [1.6, -1.1, -0.4], [-0.2, 0.1, 0.1], [-1.5, 1.0, 0.4], [0.1, 0.3, 0.2], [-0.4, 0.5, 0.1], [0.1, 0.2, 0.1], [0.0, -0.1, 0.1], [0.1, 0.0, -0.1], [0.8, 0.7, 0.2], [-0.6, 0.6, 0.0], [0.7, 0.2, -0.1], [-0.6, 0.1, 0.2], [-0.8, 0.3, 0.3], [-0.2, 0.2, 0.1], [-0.1, -0.2, 0.0], [1.0, -1.7, -0.3], [-0.6, 0.0, 0.1], [0.0, -0.7, -0.2], [1.8, -0.2, -0.2], [0.0, -0.1, -0.1], [-0.3, -0.2, -0.1], [-0.2, 0.2, 0.0], [-0.3, 0.5, 0.1], [-0.3, -0.3, 0.1], [0.1, 0.4, 0.0], [0.7, 0.1, -0.1], [1.9, -1.3, -0.5], [-0.5, -1.0, -0.1], [-0.2, 0.1, 0.0], [0.2, -0.6, -0.1], [0.1, 0.0, 0.1], [0.1, -0.1, 0.0], [0.1, 0.1, -0.1], [0.1, 0.0, 0.0], [-0.1, 0.0, 0.0], [-0.1, 0.1, 0.0], [0.1, -0.1, 0.0], [-0.2, -0.1, -0.1], [0.0, -0.1, 0.1], [0.1, 0.0, -0.1], [0.1, 0.0, 0.1], [0.0, 0.1, 0.2], [0.1, 0.0, 0.0], [0.0, -0.1, 0.0], [0.1, 0.0, -0.2], [0.1, -0.1, 0.0], [0.0, -0.1, -0.1], [-0.1, -0.1, -0.1], [0.1, -0.1, 0.0], [0.0, 0.1, 0.0], [-0.1, -0.2, 0.0], [0.1, -0.1, 0.0], [-0.1, -0.1, -0.1], [0.1, 0.1, 0.0], [-0.1, -0.2, -0.1], [-0.2, 0.0, 0.0], [0.0, -0.2, 0.1], [0.1, 0.1, 0.1], [0.0, 0.2, 0.1], [-0.2, -0.1, 0.0], [0.0, -0.1, 0.2], [0.1, 0.0, 0.0], [0.1, -0.1, 0.2], [-0.1, 0.1, 0.1], [0.2, 0.3, 0.0], [-0.1, 0.0, 0.0], [0.0, 0.0, 0.1], [0.0, 0.0, -0.2], [0.0, 0.0, 0.1], [0.0, 0.0, -0.1], [0.0, 0.0, -0.1], [0.0, 0.2, 0.0], [0.1, 0.0, -0.1], [0.0, -0.1, -0.1]],
  "mulliken_charge": [2.079, -1.203, -1.289, -0.260, -0.157, -2.082, -1.044, -1.584, 0.248, -2.118, -1.468, -1.450, -1.009, -0.139, 1.745, 0.258, -0.085, 1.982, -2.122, 1.767, -1.207, 1.784, 1.761, -1.416, -1.622, 1.979, -1.276, -1.596, -1.606, -0.490, 0.578, -0.974, -2.104, -0.584, -1.424, 0.336, 0.461, 0.481, 0.488, 0.491, 0.962, 0.375, 0.464, 0.448, 0.439, 0.447, 0.491, 0.467, 0.403, 1.082, 0.465, 0.454, 0.342, 0.439, 0.202, 0.341, 0.699, 0.692, 0.163, 0.480, 0.436, 0.185, 0.390, 0.372, 0.405, 0.481, 0.412, 0.473, 0.186, 0.439, 0.385, 0.402, 0.376, 0.391, 0.386, 0.368, 0.458, 0.473]
}